Run A
{"formula": "C2H6O", "method": "ωB97M-V/def2-TZVPD", "symbols": ["C", "C", "H", "H", "H", "H", "O", "H", "H"], "positions_angstrom": [[-1.1000, 0.6582, -0.7453], [-1.6263, 0.1009, 0.3380], [-1.4540, 0.4475, -1.7413], [-0.2234, 1.2805, -0.6200], [-2.5513, -0.4634, 0.3123], [-1.2233, 0.2868, 1.3228], [2.6814, -0.3770, 0.4224], [3.4450, -0.8707, 0.1312], [2.0519, -1.0628, 0.5799]], "multiplicity": 1, "lumo_energy_ha": 0.0363, "e_homo_ev": -10.148, "gap_ev": 11.135, "smiles": "C=C.O"}

Run B
{"formula": "C2H6O", "method": "ωB97M-V/def2-TZVPD", "symbols": ["C", "C", "O", "H", "H", "H", "H", "H", "H"], "positions_angstrom": [[0.5532, -0.7033, 0.2696], [-0.5587, 0.1426, -0.4207], [-0.0827, 1.4663, -0.4237], [0.3691, -1.8005, 0.3601], [0.6992, -0.3977, 1.3594], [1.4831, -0.5750, -0.2982], [-0.5945, -0.1576, -1.4493], [-1.5487, 0.1354, 0.1196], [-0.3200, 1.8898, 0.4832]], "multiplicity": 1, "lumo_energy_ha": 0.0368, "e_homo_ev": -10.183, "gap_ev": 11.185, "smiles": "CCO"}

Least stable: run A

Run A
{"formula": "C4H7N2OS", "method": "ωB97M-V/def2-TZVPD", "symbols": ["C", "C", "C", "C", "N", "N", "O", "S", "H", "H", "H", "H", "H", "H", "H"], "positions_angstrom": [[0.1739, 0.3027, 0.9508], [-0.4545, -0.6846, -2.5442], [-0.2261, 0.2840, -1.3475], [-0.0690, -0.0566, 2.3461], [1.1621, 1.0897, 0.5166], [-0.6482, -0.1016, -0.0512], [0.3687, -1.5935, -2.1007], [1.1844, 1.2758, -1.3053], [-1.5008, -0.7284, -2.6589], [0.0964, -0.2731, -3.4828], [0.8682, -0.3833, 2.9285], [-0.7352, -1.0199, 2.4211], [-0.4559, 0.7695, 3.1086], [1.8189, 1.5214, 1.0578], [-1.5827, -0.4021, 0.1612]], "multiplicity": 1, "charge": 1, "lumo_energy_ha": [-0.1925, -0.1930], "e_homo_ev": [-12.778, -12.946], "gap_ev": [7.540, 7.693]}

Run B
{"formula": "C4H7N2OS", "method": "ωB97M-V/def2-TZVPD", "symbols": ["C", "C", "N", "S", "C", "O", "C", "N", "H", "H", "H", "H", "H", "H", "H"], "positions_angstrom": [[0.2435, -1.9851, 0.9474], [-0.0643, -0.6137, 0.4050], [-1.2554, -0.0770, 0.6397], [-2.0568, 1.2280, -0.1371], [-0.5920, 2.1135, -0.7677], [0.0236, 1.6527, -1.9453], [0.7391, 1.3648, -0.8319], [0.7825, -0.0950, -0.4304], [1.1466, -2.2092, 1.6236], [0.6405, -2.4500, -0.0249], [-0.6359, -2.4453, 1.3126], [-1.6964, -0.8323, 1.1123], [-0.5314, 3.1668, -0.5456], [1.6987, 1.8480, -0.6899], [1.5578, -0.6662, -0.6679]], "multiplicity": 1, "charge": 1, "lumo_energy_ha": -0.1394, "e_homo_ev": -13.720, "gap_ev": 9.927, "smiles": "CC1=[NH+]S[C@@H]2O[C@@H]2N1"}

Least stable: run A

Run A
{"formula": "C3H4O3Pr", "method": "ωB97M-V/def2-TZVPD", "symbols": ["H", "O", "C", "C", "O", "C", "O", "Pr", "H", "H", "H"], "positions_angstrom": [[0.1813, -2.6712, 2.0061], [0.4731, -0.3667, 0.4409], [1.4587, 0.5591, -0.1270], [0.0585, 0.9502, -0.0758], [-0.6590, 0.9945, -1.2422], [-1.9209, 0.3708, -1.3745], [-2.1388, -0.4693, -0.4713], [-1.1547, -2.1362, 0.5822], [1.8729, 0.2438, -1.0859], [2.1542, 0.9385, 0.6222], [-0.3252, 1.5865, 0.7252]], "multiplicity": 3, "charge": 1, "lumo_energy_ha": [-0.2050, -0.1974], "e_homo_ev": [-12.408, -12.430], "gap_ev": [6.828, 7.058]}

Run B
{"formula": "C3H4O3Pr", "method": "ωB97M-V/def2-TZVPD", "symbols": ["O", "C", "C", "O", "Pr", "H", "H", "H", "C", "O", "H"], "positions_angstrom": [[-1.1338, 0.1331, -1.7113], [-0.1409, -0.7724, -1.3816], [0.6419, -0.3448, -0.1475], [0.9045, 0.9856, -0.1170], [-1.3740, 1.8402, -0.4149], [0.6045, -0.8971, -2.1961], [-0.5238, -1.7925, -1.1627], [1.4835, -0.9962, 0.1424], [-0.3291, 0.3653, 1.3068], [0.2351, 0.5675, 2.5026], [-0.3678, 0.9111, 3.1792]], "multiplicity": 3, "charge": 1, "lumo_energy_ha": [-0.1884, -0.1859], "e_homo_ev": [-12.246, -12.234], "gap_ev": [7.119, 7.174]}

Least stable: run A

Run A
{"formula": "C2H13N2O2", "method": "ωB97M-V/def2-TZVPD", "symbols": ["C", "N", "C", "N", "H", "H", "H", "H", "H", "H", "H", "H", "H", "H", "H", "O", "H", "H", "O"], "positions_angstrom": [[-0.0912, 1.3026, -0.6294], [-0.5417, 1.7019, 0.7164], [-1.1549, 0.3556, -1.2549], [-1.5847, -0.6959, -0.2244], [0.8370, 0.7354, -0.5254], [0.1256, 2.1622, -1.2574], [0.2173, 1.9382, 1.3217], [-1.2560, 2.4058, 0.5888], [-0.6462, -0.2039, -2.0309], [-2.0466, 0.9024, -1.5375], [-1.6787, -1.5930, -0.7046], [-0.8661, -0.9019, 0.5073], [-2.4098, -0.3838, 0.2638], [3.6440, -1.4768, 0.0950], [2.4614, -2.0564, -0.5608], [2.7567, -1.2228, -0.1614], [0.4875, -0.6421, 2.4391], [1.2167, -1.0088, 1.1772], [0.5297, -1.3187, 1.7775]], "multiplicity": 1, "charge": 1, "lumo_energy_ha": -0.1179, "e_homo_ev": -13.758, "gap_ev": 10.549}

Run B
{"formula": "C2H13N2O2", "method": "ωB97M-V/def2-TZVPD", "symbols": ["C", "N", "C", "N", "H", "H", "H", "H", "H", "H", "H", "H", "H", "H", "H", "O", "H", "H", "O"], "positions_angstrom": [[0.3489, -1.2330, -1.3223], [0.6557, -1.7784, 0.0119], [-0.8851, -0.2501, -1.2383], [-0.5909, 0.5824, 0.0497], [0.0832, -2.0619, -1.9099], [1.3551, -0.9021, -1.6242], [0.3103, -2.7194, 0.3826], [1.7248, -1.7303, 0.0208], [-1.7901, -0.9656, -1.3105], [-1.1499, 0.4228, -2.0666], [-0.1528, 1.5417, -0.2340], [-1.5166, 0.7632, 0.5272], [-0.0459, -0.1327, 0.6643], [-0.0092, -1.3025, 3.4809], [-1.4753, -1.1491, 3.2980], [-0.6504, -0.7353, 3.0239], [0.9485, 4.5708, -0.3152], [1.8668, 3.4236, -0.8462], [0.9729, 3.6561, -0.5921]], "multiplicity": 1, "charge": 1, "lumo_energy_ha": -0.1065, "e_homo_ev": -13.947, "gap_ev": 11.050}

Least stable: run B

Run A
{"formula": "C2H3BrO2", "method": "ωB97M-V/def2-TZVPD", "symbols": ["C", "C", "O", "O", "Br", "H", "H", "H"], "positions_angstrom": [[-0.2369, -0.1987, -0.6742], [0.1682, 0.1509, 0.8904], [0.9330, -0.4704, -1.4191], [0.2438, 0.7535, -1.5418], [-1.8703, -1.0395, -1.1408], [-0.2733, -0.4582, 2.0096], [1.1958, 0.1057, 0.8144], [-0.1603, 1.1568, 1.0614]], "multiplicity": 1, "lumo_energy_ha": 0.0256, "e_homo_ev": -10.505, "gap_ev": 11.201}

Run B
{"formula": "C2H3BrO2", "method": "ωB97M-V/def2-TZVPD", "symbols": ["Br", "C", "C", "O", "O", "H", "H", "H"], "positions_angstrom": [[1.0576, 1.9516, 0.9597], [0.2707, 0.2451, -0.1792], [-0.7531, -0.4554, 0.5466], [-1.8847, 0.3107, 0.6586], [-1.8374, -0.9031, -0.0919], [-0.3559, 0.5968, -1.0924], [1.1805, -0.2403, -0.3404], [-0.4377, -1.0731, 1.4220]], "multiplicity": 1, "lumo_energy_ha": -0.0168, "e_homo_ev": -10.660, "gap_ev": 10.202, "smiles": "BrCC1OO1"}

Least stable: run A